{"formula": "C44H77N11", "method": "ωB97M-V/def2-TZVPD", "elements": ["C", "C", "C", "C", "N", "H", "H", "H", "H", "H", "H", "H", "C", "C", "C", "C", "N", "H", "H", "H", "H", "H", "H", "H", "C", "C", "C", "C", "N", "H", "H", "H", "H", "H", "H", "H", "C", "C", "C", "C", "N", "H", "H", "H", "H", "H", "H", "H", "C", "C", "C", "C", "N", "H", "H", "H", "H", "H", "H", "H", "C", "C", "C", "C", "N", "H", "H", "H", "H", "H", "H", "H", "C", "C", "C", "C", "N", "H", "H", "H", "H", "H", "H", "H", "C", "C", "C", "C", "N", "H", "H", "H", "H", "H", "H", "H", "C", "C", "C", "C", "N", "H", "H", "H", "H", "H", "H", "H", "C", "C", "C", "C", "N", "H", "H", "H", "H", "H", "H", "H", "C", "C", "C", "C", "N", "H", "H", "H", "H", "H", "H", "H"], "coordinates": [[3.1059, -3.7664, 4.3298], [3.6600, -2.4453, 4.9374], [2.7269, -1.2432, 4.9759], [2.1189, -0.7765, 3.6861], [1.6162, -0.4137, 2.7230], [2.6505, -3.4433, 3.3937], [2.3470, -4.1345, 5.0202], [3.8561, -4.5327, 4.1349], [4.4226, -2.0495, 4.2666], [4.0924, -2.6218, 5.9223], [3.2082, -0.3730, 5.4222], [1.8905, -1.4028, 5.6564], [4.6656, 1.6354, -0.7943], [3.2672, 2.0893, -0.5289], [2.6549, 1.6656, 0.8306], [3.4771, 2.1435, 1.9888], [4.1332, 2.5020, 2.8833], [5.4541, 1.9554, -0.1132], [4.9646, 1.9428, -1.7964], [4.7049, 0.5469, -0.7542], [2.6124, 1.8283, -1.3603], [3.1953, 3.1769, -0.5219], [2.6157, 0.5890, 0.9966], [1.6318, 2.0400, 0.8673], [1.5884, -2.7154, 1.3884], [2.8438, -3.4288, 0.8381], [3.4173, -2.7852, -0.4279], [3.7392, -1.4110, -0.1853], [3.9604, -0.2956, -0.0603], [0.7241, -3.0157, 0.7960], [1.6554, -1.6275, 1.3952], [1.4911, -3.0153, 2.4319], [2.7247, -4.4933, 0.6362], [3.5472, -3.4741, 1.6695], [2.7023, -2.8919, -1.2437], [4.2780, -3.3302, -0.8156], [-0.2424, 0.5671, 3.8429], [0.3380, 1.8786, 3.4314], [1.8695, 1.7870, 3.1956], [2.6221, 1.4475, 4.4023], [3.2001, 1.1213, 5.3592], [0.4546, 0.0659, 4.5144], [-0.3591, -0.0639, 2.9618], [-1.1840, 0.5639, 4.3921], [0.1133, 2.6086, 4.2090], [-0.0961, 2.3208, 2.5346], [2.3075, 2.7416, 2.9038], [2.1574, 1.0972, 2.4023], [-1.2324, -2.6781, -1.7580], [-1.8607, -3.5388, -2.8362], [-3.4138, -3.5221, -2.8031], [-4.0817, -2.2251, -2.9237], [-4.5837, -1.2105, -2.9685], [-1.5771, -1.6445, -1.7909], [-0.1565, -2.6148, -1.9210], [-1.4608, -3.0026, -0.7428], [-1.4925, -4.5647, -2.8224], [-1.5470, -3.1970, -3.8225], [-3.7189, -3.9783, -1.8614], [-3.8105, -4.2866, -3.4711], [-0.5509, -0.9611, -3.4588], [-1.9740, -0.3670, -3.4122], [-2.8234, -0.8181, -4.6387], [-2.3112, -0.4700, -5.8950], [-1.9018, -0.2320, -6.9847], [-0.5822, -2.0359, -3.2798], [0.0575, -0.4969, -2.6826], [-0.0332, -0.7723, -4.3992], [-2.0762, 0.7181, -3.4033], [-2.5429, -0.7248, -2.5540], [-3.7975, -0.3301, -4.6067], [-3.0288, -1.8885, -4.6281], [-4.6501, 3.2341, -2.1207], [-4.8499, 1.7428, -2.4242], [-3.6339, 0.8472, -2.2242], [-3.0750, 0.8697, -0.8575], [-2.7317, 0.8372, 0.2765], [-4.1426, 3.3839, -1.1678], [-5.5865, 3.7902, -2.1651], [-4.0300, 3.7223, -2.8726], [-5.2801, 1.6268, -3.4190], [-5.6159, 1.4656, -1.6999], [-2.8797, 1.1330, -2.9574], [-4.0384, -0.1424, -2.4366], [1.0070, 0.0667, 1.1140], [-0.0095, -1.0608, 0.6696], [-1.2401, -0.4377, -0.0322], [-0.9131, 0.3406, -1.2061], [-0.6795, 0.9150, -2.1733], [1.8413, -0.2793, 1.7243], [0.5209, 0.8317, 1.7195], [1.3998, 0.4985, 0.1935], [-0.3024, -1.5890, 1.5770], [0.4494, -1.7414, -0.0475], [-1.8068, 0.2131, 0.6337], [-2.0036, -1.1407, -0.3651], [-1.6330, 1.7697, 2.4579], [-2.7577, 1.5200, 3.4618], [-3.8390, 0.5137, 3.0847], [-3.3257, -0.8616, 2.8180], [-2.9404, -1.9394, 2.6520], [-1.0766, 0.8565, 2.2464], [-0.9457, 2.5711, 2.7289], [-2.1082, 2.1478, 1.5528], [-3.3135, 2.4518, 3.5665], [-2.2975, 1.2676, 4.4171], [-4.3706, 0.7268, 2.1572], [-4.5958, 0.3735, 3.8564], [-2.5917, 4.1382, -0.2605], [-1.5049, 3.9543, -1.3419], [-0.7834, 2.5933, -1.1649], [-0.1107, 2.4147, 0.1244], [0.3776, 2.2631, 1.1579], [-3.2066, 5.0182, -0.4491], [-2.0269, 4.2667, 0.6629], [-3.2016, 3.2392, -0.1711], [-0.8280, 4.8051, -1.2635], [-1.9502, 4.0144, -2.3349], [-0.0050, 2.3464, -1.8869], [-1.5151, 1.7909, -1.2590], [3.8766, -0.5346, -3.3360], [2.9091, 0.1456, -2.3747], [1.3942, -0.1627, -2.6310], [1.0421, -1.6140, -2.6846], [0.8082, -2.7433, -2.7034], [3.6542, -0.1881, -4.3453], [3.8828, -1.6245, -3.3197], [4.8475, -0.1466, -3.0282], [3.0497, 1.2221, -2.4720], [3.0603, -0.0647, -1.3159], [1.1204, 0.3682, -3.5428], [0.7310, 0.2513, -1.8715]], "forces_ev_per_a": [[-0.151, 1.489, 0.540], [0.381, -0.372, -1.230], [-0.912, -1.732, 0.016], [2.820, -2.997, 2.675], [-0.360, -6.011, 17.926], [0.089, -0.718, 0.401], [-0.134, -0.314, -0.252], [0.050, 0.155, 0.152], [0.713, -0.477, 0.148], [-0.015, 0.239, -0.011], [0.274, -1.421, -0.142], [-0.474, -0.210, -0.076], [2.060, 2.077, -2.336], [-0.603, 1.492, 1.664], [5.788, 1.906, -0.903], [4.203, 1.297, -2.448], [1.789, -0.137, -2.270], [-0.339, 0.364, 0.323], [0.191, 0.538, -0.177], [1.797, 2.570, -1.722], [-0.242, 0.494, 1.390], [0.342, 0.379, 0.073], [1.584, 1.637, -0.464], [3.086, 0.116, 0.392], [1.424, -2.624, -0.193], [0.058, -0.038, 0.710], [-0.076, -1.038, 0.047], [0.696, -1.497, 0.352], [-1.280, -5.824, 5.503], [0.580, -0.740, 0.769], [0.823, -2.204, -0.786], [-0.687, -0.112, -0.403], [-0.633, -0.022, -0.174], [0.656, 0.449, -0.330], [-0.269, 0.388, -0.012], [0.336, 0.105, 0.254], [0.195, -1.752, 2.121], [4.940, 0.090, 3.767], [-2.778, 2.020, 3.078], [0.679, 0.390, 1.586], [-0.998, 3.272, -1.360], [-0.386, 0.203, 0.280], [0.119, -0.701, 1.417], [1.319, -0.179, -0.230], [0.334, 0.223, 0.447], [5.540, -1.480, 2.180], [-2.507, 0.552, 1.123], [-0.880, 1.438, 2.139], [-3.627, -0.681, 2.288], [-0.657, 0.282, -0.138], [0.428, -1.264, 0.551], [0.437, -3.132, 0.848], [-4.107, -2.306, -0.519], [-0.120, -1.624, -0.070], [-3.031, -1.130, 2.606], [-0.146, -0.629, 0.063], [-0.253, -0.120, 0.383], [-0.080, -0.109, -0.092], [-0.087, 0.465, 0.459], [-0.180, 0.510, -0.698], [-5.856, -0.325, -3.839], [1.143, -2.391, -4.209], [-0.188, 0.181, 0.888], [2.887, 1.191, -6.001], [-1.476, -0.734, 3.994], [-1.581, 2.432, -2.260], [-4.430, -1.506, -1.723], [-0.461, -0.086, -0.315], [2.859, -2.127, -1.999], [1.218, 0.192, -0.594], [0.006, -0.056, -0.001], [0.252, 0.211, -0.447], [0.184, -0.026, -0.794], [-0.777, 1.109, 1.329], [-1.488, 4.519, 2.365], [-2.589, 0.768, 1.652], [-8.913, 4.519, -4.115], [-1.328, -0.195, -1.016], [-0.163, -0.167, 0.249], [0.221, -0.060, -0.161], [0.170, -0.305, -0.086], [-0.278, -0.520, -0.143], [-2.574, 1.352, 1.778], [0.707, 1.490, 0.696], [-5.241, -1.524, -11.196], [-0.653, 2.303, -0.866], [4.877, -3.469, 0.358], [0.742, -3.538, 0.769], [-0.733, -3.951, 0.218], [1.836, 0.104, -7.857], [0.871, -1.675, -0.680], [-2.044, -0.228, -1.610], [-0.668, -0.209, -0.389], [-0.226, 0.762, 0.062], [2.614, -1.328, 1.699], [0.337, 0.001, 0.952], [-6.745, 1.324, -2.000], [-0.683, 1.048, -0.279], [0.179, -1.662, -0.513], [0.361, -0.387, 0.300], [-0.222, 0.855, -0.051], [-1.493, 1.174, -0.899], [-6.010, 0.680, 0.747], [-0.119, -0.152, 0.525], [0.064, 0.229, 0.240], [-1.437, 0.538, 0.001], [0.040, 0.595, 0.055], [0.045, 0.275, 0.178], [1.540, 0.014, 0.330], [0.124, 0.370, 0.599], [-0.740, 6.291, 2.342], [-1.519, 1.456, -0.521], [-3.336, 4.980, -5.335], [0.010, -0.100, 0.084], [-0.302, 0.183, 0.330], [0.635, 0.422, 0.702], [0.179, 0.022, -0.086], [0.139, -0.314, -0.099], [-0.001, 1.852, 0.186], [-0.519, 4.579, 0.961], [-0.178, 0.455, 0.532], [-1.762, -0.688, -1.183], [7.604, 0.281, 0.324], [6.348, 0.890, -0.444], [7.569, -2.115, -1.642], [0.167, -0.160, -0.159], [-0.080, -0.037, 0.061], [0.303, -0.304, -0.389], [0.009, -0.891, -1.179], [-0.539, 0.579, -2.271], [0.456, -0.379, -0.024], [2.934, -0.164, 0.231]], "lowdin_charge": [-0.08, -0.22, -0.15, 0.00, -0.03, 0.00, 0.08, 0.08, 0.11, 0.11, 0.01, 0.13, -0.13, -0.20, -0.23, -0.25, 0.17, 0.10, 0.08, -0.03, 0.06, 0.12, 0.06, 0.00, -0.11, -0.18, -0.13, -0.07, 0.10, 0.08, 0.03, 0.07, 0.12, 0.09, 0.10, 0.13, -0.10, -0.22, -0.22, -0.17, 0.19, 0.09, 0.08, 0.07, 0.16, -0.02, 0.11, 0.06, -0.17, -0.17, -0.11, -0.12, 0.17, 0.04, -0.07, 0.12, 0.13, 0.11, 0.13, 0.13, -0.16, -0.21, -0.17, -0.21, 0.15, 0.04, -0.01, 0.14, 0.08, 0.07, 0.12, 0.11, -0.10, -0.20, -0.19, -0.07, 0.14, 0.01, 0.08, 0.07, 0.11, 0.11, 0.08, -0.04, -0.24, -0.11, -0.14, -0.26, 0.04, -0.10, 0.06, 0.08, 0.11, 0.07, -0.04, 0.12, -0.20, -0.19, -0.16, -0.21, 0.15, 0.05, 0.05, 0.07, 0.12, 0.09, 0.10, 0.12, -0.11, -0.16, -0.17, 0.01, 0.05, 0.09, 0.08, 0.03, 0.11, 0.10, 0.14, 0.04, -0.06, -0.25, -0.16, -0.24, 0.17, 0.08, 0.07, 0.07, 0.08, 0.02, 0.15, 0.08], "mol_weight_g_mol": 760.2, "lumo_ev": 0.22, "orbital_gap_ev": 7.1, "e_homo_ha": -0.252, "relative_energy_kcal_mol": 1417.2}